No. 1
Density functional theory data (ωB97M-V with the def2-TZVPD basis set) for C3H4FLaO3 as an isolated structure.

- LUMO (alpha / beta) (eV) = -3.6 / -3.9
- relative energy (zero: lowest compared OMol25 entry of this formula, charge and spin) (kJ/mol) = 193.2
- E_tot (hartree) = -473.58662
- HOMO-LUMO gap (alpha / beta) (Ha) = 0.0751 / 0.0634
- F_max (eV Å⁻¹) = 1.65

Structure (ORCA input):
```
! wB97M-V def2-TZVPD RIJCOSX def2/J DEFGRID3
* xyz 0 1
C 1.218 -0.307 1.007
C 1.556 -0.153 -0.272
H 1.161 0.581 1.637
H 0.858 -1.265 1.385
F 1.620 -1.220 -1.100
H 1.986 0.742 -0.731
La 6.282 -0.229 0.641
O -3.240 0.970 0.229
C -2.669 0.334 -0.858
O -3.212 -0.721 -1.236
O -1.612 0.861 -1.258
H -3.949 0.406 0.557
*
```

Results of the Löwdin charge analysis, in e, for atoms 1 through 5: atom 1 (C): 0.02, atom 2 (C): -0.24, atom 3 (H): 0.06, atom 4 (H): 0.07, atom 5 (F): -0.01



No. 2
Density functional theory data (ωB97M-V with the def2-TZVPD basis set) for a 2-piece molecular cluster, C3H4FN overall.

- LUMO (eV) = 1.1
- relative energy (zero: lowest compared OMol25 entry of this formula, charge and spin) (kJ/mol) = 87.1
- E_tot (hartree) = -271.27001
- HOMO-LUMO gap (Ha) = 0.4083
- F_max (eV Å⁻¹) = 0.95

Structure (ORCA input):
```
! wB97M-V def2-TZVPD RIJCOSX def2/J DEFGRID3
* xyz 0 1
C -0.264 0.858 -0.395
C 0.266 0.093 -1.323
F 1.472 -0.482 -1.194
H 0.250 1.067 0.527
H -1.232 1.294 -0.547
H -0.183 -0.150 -2.276
C 1.403 -1.252 2.163
N 2.034 -0.306 2.165
H 0.822 -2.137 2.167
*
```

Results of the Löwdin charge analysis, in e, for atoms 1 through 5: atom 1 (C): 0.02, atom 2 (C): -0.24, atom 3 (F): -0.01, atom 4 (H): 0.04, atom 5 (H): 0.05



No. 3
Density functional theory data (ωB97M-V with the def2-TZVPD basis set) for one molecule with the formula C3H4FN.

- LUMO (eV) = 1.0
- relative energy (zero: lowest compared OMol25 entry of this formula, charge and spin) (kJ/mol) = 157.5
- E_tot (hartree) = -271.24320
- HOMO-LUMO gap (Ha) = 0.3831
- F_max (eV Å⁻¹) = 5.27

Structure (ORCA input):
```
! wB97M-V def2-TZVPD RIJCOSX def2/J DEFGRID3
* xyz 0 1
C -1.612 0.105 0.206
N -0.901 -0.789 -0.192
C 0.493 -0.735 -0.072
C 1.300 0.296 -0.242
F 2.597 0.197 0.067
H -2.753 0.074 0.188
H -1.066 1.082 0.474
H 0.839 -1.547 0.401
H 1.103 1.317 -0.829
*
```

Results of the Löwdin charge analysis, in e, for atoms 1 through 5: atom 1 (C): -0.09, atom 2 (N): -0.03, atom 3 (C): -0.15, atom 4 (C): -0.16, atom 5 (F): 0.00



No. 4
Density functional theory data (ωB97M-V with the def2-TZVPD basis set) for a 2-piece molecular cluster, C3H4FN3O2 overall.

- LUMO (alpha / beta) (eV) = -1.0 / -1.5
- relative energy (zero: lowest compared OMol25 entry of this formula, charge and spin) (kJ/mol) = 174.9
- E_tot (hartree) = -531.04258
- HOMO-LUMO gap (alpha / beta) (Ha) = 0.3098 / 0.2483
- F_max (eV Å⁻¹) = 6.31

Structure (ORCA input):
```
! wB97M-V def2-TZVPD RIJCOSX def2/J DEFGRID3
* xyz 0 1
C 1.526 -1.298 -0.738
C -1.892 0.259 0.345
C 0.291 -0.570 -0.820
N 2.454 -1.971 -0.585
N -0.514 -0.287 0.243
N 1.656 1.180 0.169
O 2.653 1.651 -0.227
O 0.933 1.572 1.096
F -0.118 -0.933 1.427
H -2.554 -0.537 0.922
H -1.961 1.172 0.780
H -2.328 0.260 -0.748
H -0.147 -0.497 -1.865
*
```

Results of the Löwdin charge analysis, in e, for atoms 1 through 5: atom 1 (C): -0.23, atom 2 (C): 0.01, atom 3 (C): -0.06, atom 4 (N): 0.17, atom 5 (N): -0.17



No. 5
Density functional theory data (ωB97M-V with the def2-TZVPD basis set) for one molecule with the formula C3H4FNO.

- LUMO (eV) = 0.6
- relative energy (zero: lowest compared OMol25 entry of this formula, charge and spin) (kJ/mol) = 90.8
- E_tot (hartree) = -346.53419
- HOMO-LUMO gap (Ha) = 0.4406
- F_max (eV Å⁻¹) = 2.81

Structure (ORCA input):
```
! wB97M-V def2-TZVPD RIJCOSX def2/J DEFGRID3
* xyz 0 1
N -2.054 -1.582 -0.099
C -1.322 -0.693 0.007
C -0.583 0.521 0.339
F -1.129 1.631 -0.169
C 0.876 0.316 -0.157
O 1.386 -0.980 0.098
H -0.572 0.614 1.463
H 1.490 1.015 0.350
H 0.931 0.629 -1.195
H 0.976 -1.471 -0.635
*
```

Results of the Löwdin charge analysis, in e, for atoms 1 through 5: atom 1 (N): 0.18, atom 2 (C): -0.15, atom 3 (C): -0.34, atom 4 (F): 0.05, atom 5 (C): -0.21



No. 6
Density functional theory data (ωB97M-V with the def2-TZVPD basis set) for one molecule with the formula C3H4FNO2.

- LUMO (eV) = 0.7
- relative energy (zero: lowest compared OMol25 entry of this formula, charge and spin) (kJ/mol) = 392.6
- E_tot (hartree) = -421.67363
- HOMO-LUMO gap (Ha) = 0.4007
- F_max (eV Å⁻¹) = 3.36

Structure (ORCA input):
```
! wB97M-V def2-TZVPD RIJCOSX def2/J DEFGRID3
* xyz 0 1
F 2.631 -0.819 -0.299
C 1.749 0.207 0.045
C 0.306 -0.183 -0.296
N -0.224 -1.335 -0.023
O -1.625 -1.231 -0.403
C -1.815 0.019 0.153
O -0.578 0.760 -0.603
H 1.814 1.242 -0.581
H 2.113 0.481 1.017
H -2.730 0.441 -0.254
H -1.641 0.417 1.244
*
```

Results of the Löwdin charge analysis, in e, for atoms 1 through 5: atom 1 (F): -0.04, atom 2 (C): -0.10, atom 3 (C): -0.40, atom 4 (N): 0.13, atom 5 (O): -0.06



No. 7
Density functional theory data (ωB97M-V with the def2-TZVPD basis set) for a 2-piece molecular cluster, C3H4FNO2 overall.

- LUMO (alpha / beta) (eV) = -1.5 / -1.5
- relative energy (zero: lowest compared OMol25 entry of this formula, charge and spin) (kJ/mol) = 627.1
- E_tot (hartree) = -421.58430
- HOMO-LUMO gap (alpha / beta) (Ha) = 0.1933 / 0.1923
- F_max (eV Å⁻¹) = 4.01

Structure (ORCA input):
```
! wB97M-V def2-TZVPD RIJCOSX def2/J DEFGRID3
* xyz 0 1
C 0.538 -1.175 -0.325
C -0.855 0.724 0.201
C -0.849 -0.687 -0.410
N 2.319 1.342 -0.454
O 1.140 -2.135 -0.041
O 2.899 1.004 0.520
F -1.598 -1.475 0.461
H -1.842 1.316 0.155
H -0.713 0.516 1.370
H 0.132 1.234 -0.089
H -1.170 -0.663 -1.388
*
```

Results of the Löwdin charge analysis, in e, for atoms 1 through 5: atom 1 (C): -0.09, atom 2 (C): -0.06, atom 3 (C): -0.36, atom 4 (N): 0.03, atom 5 (O): 0.18



No. 8
Density functional theory data (ωB97M-V with the def2-TZVPD basis set) for a 2-piece molecular cluster, C3H4FNO2 overall.

- LUMO (eV) = -0.6
- relative energy (zero: lowest compared OMol25 entry of this formula, charge and spin) (kJ/mol) = 495.2
- E_tot (hartree) = -421.63455
- HOMO-LUMO gap (Ha) = 0.3488
- F_max (eV Å⁻¹) = 7.49

Structure (ORCA input):
```
! wB97M-V def2-TZVPD RIJCOSX def2/J DEFGRID3
* xyz 0 1
C -0.672 0.719 0.351
C 0.761 0.671 -0.001
C 1.416 -0.727 0.072
H -3.022 -0.967 -0.930
H -1.025 1.799 0.855
H 1.373 -1.291 1.062
H 1.190 -1.260 -0.782
N -1.457 -0.279 -0.042
O -2.692 0.045 -0.167
O 1.383 1.704 -0.305
F 2.745 -0.415 -0.114
*
```

Results of the Löwdin charge analysis, in e, for atoms 1 through 5: atom 1 (C): -0.07, atom 2 (C): -0.36, atom 3 (C): -0.12, atom 4 (H): 0.31, atom 5 (H): 0.19



No. 9
Density functional theory data (ωB97M-V with the def2-TZVPD basis set) for a 2-piece molecular cluster, C3H4FNO2S overall.

- LUMO (eV) = -1.1
- relative energy (zero: lowest compared OMol25 entry of this formula, charge and spin) (kJ/mol) = 306.6
- E_tot (hartree) = -819.86853
- HOMO-LUMO gap (Ha) = 0.3295
- F_max (eV Å⁻¹) = 4.68

Structure (ORCA input):
```
! wB97M-V def2-TZVPD RIJCOSX def2/J DEFGRID3
* xyz 0 1
C -0.543 0.419 -0.451
C 0.933 -0.150 -0.525
C 1.848 0.618 0.341
H -2.580 -0.821 2.148
H -1.346 -1.595 -0.621
H 1.320 -0.047 -1.589
H 1.882 1.815 0.030
N -1.494 -0.495 -0.253
O -0.689 1.671 -0.313
O 2.776 0.109 0.981
F 0.880 -1.507 -0.202
S -2.987 -0.017 0.454
*
```

Results of the Löwdin charge analysis, in e, for atoms 1 through 5: atom 1 (C): -0.52, atom 2 (C): -0.22, atom 3 (C): -0.19, atom 4 (H): 0.08, atom 5 (H): 0.21



No. 10
Density functional theory data (ωB97M-V with the def2-TZVPD basis set) for one molecule with the formula C3H4FNOS2.

- LUMO (eV) = -0.4
- relative energy (zero: lowest compared OMol25 entry of this formula, charge and spin) (kJ/mol) = 51.7
- E_tot (hartree) = -1142.92622
- HOMO-LUMO gap (Ha) = 0.3180
- F_max (eV Å⁻¹) = 0.93

Structure (ORCA input):
```
! wB97M-V def2-TZVPD RIJCOSX def2/J DEFGRID3
* xyz 0 1
O 1.966 -0.248 -1.518
C 1.192 -0.005 -0.621
C 1.393 -0.579 0.786
F 0.235 -1.097 1.325
N 0.134 0.862 -0.827
S -1.008 1.399 0.291
C -2.304 0.233 0.167
S -2.382 -1.080 -0.783
H 1.771 0.224 1.457
H 2.129 -1.356 0.677
H -0.005 1.130 -1.798
H -3.120 0.518 0.846
*
```

Results of the Löwdin charge analysis, in e, for atoms 1 through 5: atom 1 (O): 0.09, atom 2 (C): -0.51, atom 3 (C): -0.13, atom 4 (F): -0.07, atom 5 (N): -0.28